Density functional theory data (ωB97M-V/def2-TZVPD) for a structure of composition C42H42MgO2P2 in a non-equilibrium geometry.

As for the LUMO energy: -0.6 eV. As for the total energy: -72348.9357 eV. As for the energy above the lowest of the compared OMol25 structures with the same formula, charge and spin: 1.923 eV.

Last column: Mulliken charge in e.
CARTESIAN COORDINATES (ANGSTROEM)
Mg  1.197668  0.798166  -3.395946  0.3052
C  0.988694  -1.519153  1.863173  -0.2347
C  1.999005  -2.297093  1.371113  -0.1626
C  1.977395  -3.754138  1.005135  -1.0460
C  1.211714  -4.088531  -0.290499  0.0152
C  -0.291864  -3.984449  -0.294877  -0.6083
C  -1.051655  -3.651164  0.752504  -0.2333
C  -0.684918  -3.511976  2.190512  -1.0290
C  -0.184372  -2.086794  2.610859  0.1534
C  -0.851024  0.320961  -3.659879  -1.3144
H  1.136382  -0.417327  1.946085  0.2389
H  2.987633  -1.817989  1.225545  0.2053
H  1.626783  -4.406344  1.813857  0.4287
H  3.023430  -4.067501  0.838754  0.4109
H  1.580531  -3.450405  -1.100338  -0.0367
H  1.527348  -5.083824  -0.625734  0.4330
H  -0.744404  -3.967984  -1.299870  0.3632
H  -2.112972  -3.508305  0.573559  0.3598
H  0.022659  -4.300036  2.488990  0.3733
H  -1.599237  -3.676467  2.791233  0.4342
H  -1.033297  -1.386297  2.642596  -0.2892
H  0.155780  -2.168562  3.653274  0.3782
H  -0.848572  1.323719  -3.211983  0.2368
H  -1.563209  -0.118534  -2.967593  0.3212
H  -1.274170  0.356966  -4.659238  0.5082
P  5.066874  -1.265457  -5.814338  0.0459
P  2.487234  -2.428474  -7.639353  0.0068
C  4.578175  -3.036611  -5.887251  -0.7430
C  3.763528  -3.492057  -6.881562  -0.9785
C  6.816743  -1.487358  -6.559040  0.3655
C  7.516025  -2.704394  -6.561365  0.0869
C  8.748452  -2.819260  -7.215704  -0.6553
C  9.291831  -1.717195  -7.875526  -0.4182
C  8.580099  -0.515704  -7.927472  -0.5386
C  7.349188  -0.403724  -7.286302  -0.6059
C  5.253395  -1.307177  -3.984583  0.1197
C  4.095054  -1.503617  -3.196451  -0.4450
C  4.162752  -1.515898  -1.801620  -0.4212
C  5.415517  -1.371053  -1.173331  -0.5035
C  6.581018  -1.171104  -1.945035  -0.7609
C  6.484345  -1.105884  -3.346072  -0.2643
C  2.665678  -3.301243  -9.319697  0.2385
C  3.929025  -3.318487  -9.943143  -0.2907
C  4.131990  -3.999147  -11.146486  -0.7014
C  3.053894  -4.656857  -11.745839  -0.3417
C  1.795279  -4.660598  -11.145212  -0.6798
C  1.597601  -3.945718  -9.959416  -0.1402
C  0.970567  -3.277683  -7.012539  0.3897
C  -0.280260  -2.651962  -7.207443  -0.5203
C  -1.465937  -3.294236  -6.824900  -0.5836
C  -1.407611  -4.562445  -6.234392  -0.4196
C  -0.177129  -5.186120  -6.026274  -0.7232
C  1.011376  -4.535066  -6.397865  0.0611
H  4.972777  -3.710576  -5.103297  0.7513
H  3.839512  -4.543826  -7.234316  0.8782
H  7.094345  -3.577665  -6.061536  0.3577
H  9.280668  -3.772603  -7.183657  0.3618
H  10.266535  -1.812448  -8.345286  0.3658
H  9.024724  0.325382  -8.452010  0.3668
H  6.802687  0.534914  -7.354875  0.3536
H  3.134810  -1.658104  -3.700962  0.7990
H  3.233383  -1.628798  -1.210493  0.2611
H  5.466346  -1.414616  -0.079824  0.3813
H  7.554918  -1.066486  -1.441414  0.3522
H  7.385929  -0.930904  -3.939077  0.3837
H  4.762046  -2.801526  -9.470432  0.4114
H  5.121989  -3.986955  -11.619617  0.3604
H  3.210265  -5.153444  -12.702028  0.3523
H  0.971066  -5.191836  -11.629520  0.3574
H  0.592253  -3.921026  -9.552930  0.3261
H  -0.342403  -1.671222  -7.674650  0.3745
H  -2.437766  -2.817160  -6.978158  0.4175
H  -2.321150  -5.064224  -5.893275  0.3622
H  -0.104559  -6.180814  -5.572499  0.3847
H  1.972673  -5.011752  -6.233615  0.3865
O  1.128987  2.312841  -1.956474  -0.8293
C  0.562841  1.355275  -1.317015  0.4561
O  1.007251  0.151469  -1.462561  -0.2934
C  -0.662817  1.594368  -0.534456  1.0058
C  -1.300412  0.594619  0.235171  -0.2997
C  -1.717009  0.981471  1.511964  -0.6422
C  -1.585788  2.300900  1.919952  -0.6967
C  -1.374369  3.294099  0.937675  -0.3954
C  -1.036060  2.933986  -0.363607  -0.6167
H  -1.314090  -0.456200  -0.082521  0.3299
H  -2.088990  0.244867  2.192647  0.6659
H  -1.578953  2.550969  2.969765  0.4244
H  -1.357763  4.346754  1.242338  0.3332
H  -0.910385  3.633550  -1.193659  0.4219

Atoms 1-6, force components in eV/Å:
-0.34 -0.72 0.75
1.66 -0.79 -0.08
-0.64 1.66 0.46
0.45 -0.69 0.11
0.16 -0.21 -0.29
0.20 1.01 0.22

Density functional theory data (ωB97M-V/def2-TZVPD) for a structure of composition C42H42N2O7PdS4Te.

As for the LUMO energy (spin up / spin down): 0.7 / 0.8 eV. The expectation value of S² is 1.25. The spin multiplicity is 2. The net charge is -1. As for the total energy: -115662.9548 eV. As for the energy above the lowest of the compared OMol25 structures with the same formula, charge and spin: 0.000 eV.

Last column: Mulliken charge in e.
CARTESIAN COORDINATES (ANGSTROEM)
Pd  1.267255  -1.070110  2.726385  -0.1352
S  1.158202  -1.790682  4.949832  0.0386
S  -0.591644  -1.239202  5.590976  -0.1127
S  -1.944862  -2.287425  4.162636  0.0285
S  -0.750488  -3.232353  3.015385  0.0476
C  -7.558980  1.422585  -0.776850  -1.6371
C  -6.145707  1.029374  -0.439215  0.5642
C  -5.838585  -0.257245  -0.019769  -0.9281
C  -4.532683  -0.637380  0.272192  0.5254
C  -4.273870  -2.055129  0.718575  -1.4731
C  -3.497889  0.300537  0.129523  0.7699
Te  -1.503707  -0.453323  0.396554  0.1951
N  -0.461612  -0.143636  2.622508  0.2144
C  -0.171881  1.032838  3.170612  0.4139
O  0.956576  1.206021  3.692185  -0.7437
C  -1.197506  2.123940  3.197617  -0.0340
C  -2.555813  1.863710  3.047300  0.2622
C  -3.473320  2.904327  3.050271  -0.7918
C  -3.037815  4.212116  3.211578  -0.4445
C  -1.684112  4.475218  3.385291  -0.6765
C  -0.768053  3.434826  3.384035  -0.4325
C  -0.754564  0.491839  -1.356335  0.8025
C  -1.277215  0.095113  -2.592416  1.0619
C  -2.390448  -0.908701  -2.738933  -2.2830
C  -0.763645  0.677559  -3.748623  -0.6282
C  0.245009  1.624636  -3.702801  0.5206
C  0.796072  2.235719  -4.963189  -2.0557
C  0.738576  2.002117  -2.461359  -0.7245
C  0.261659  1.454956  -1.274904  0.6660
C  0.866463  1.912336  0.021359  -0.6524
C  -3.795095  1.621320  -0.232081  1.1703
C  -2.758666  2.710836  -0.290633  -1.5158
C  -5.114457  1.954029  -0.524267  -0.8079
H  -8.254294  0.609334  -0.570150  0.3690
H  -7.648907  1.681895  -1.833802  0.3093
H  -7.874367  2.293800  -0.199732  0.3548
H  -6.634574  -0.987541  0.086405  0.3400
H  -5.212398  -2.555283  0.957384  0.4644
H  -3.636326  -2.098924  1.604641  0.0857
H  -3.769809  -2.633470  -0.060833  0.2203
H  -2.896890  0.841224  2.950360  0.5738
H  -4.527890  2.689787  2.924900  0.4160
H  -3.752799  5.026137  3.209743  0.3959
H  -1.343629  5.494542  3.520501  0.4044
H  0.291784  3.610742  3.514726  0.4905
H  -2.283348  -1.740975  -2.040623  0.1058
H  -2.391840  -1.321791  -3.748221  0.4532
H  -3.362517  -0.444817  -2.552632  0.3539
H  -1.153481  0.357704  -4.710313  0.4991
H  0.550509  1.628809  -5.835056  0.3922
H  1.881606  2.330063  -4.908405  0.4066
H  0.387329  3.235910  -5.126433  0.3634
H  1.530048  2.743555  -2.406836  0.3563
H  1.364065  2.874261  -0.107844  0.8762
H  1.600372  1.192094  0.386810  -0.1774
H  0.112886  2.027156  0.801304  -0.9055
H  -1.921663  2.504831  0.375231  -0.3611
H  -3.201325  3.659851  0.015099  0.5123
H  -2.359708  2.827533  -1.301218  0.3830
H  -5.341409  2.977576  -0.808697  0.4440
C  0.757499  -2.387277  -5.694684  -1.5337
C  0.936365  -2.422718  -4.200203  0.8542
C  0.135048  -3.233113  -3.405073  -0.8577
C  0.261008  -3.249141  -2.020768  1.0209
C  -0.606908  -4.161519  -1.192991  -1.6892
C  1.205869  -2.411374  -1.420030  0.7356
C  2.031132  -1.597183  -2.197351  0.2993
C  3.071424  -0.701426  -1.576195  -1.5582
C  1.886842  -1.624692  -3.581094  -0.4411
C  1.302242  -2.375331  0.091967  -0.2563
O  1.589085  -3.382346  0.723512  -0.6893
O  1.039460  -1.210317  0.583808  1.5357
H  0.275404  -3.295886  -6.057644  0.4018
H  1.715222  -2.281568  -6.206670  0.3966
H  0.132529  -1.540282  -5.992520  0.2160
H  -0.605064  -3.875312  -3.874253  0.2798
H  -1.348535  -4.659531  -1.819471  0.3497
H  -1.129338  -3.611836  -0.405144  0.1650
H  -0.000421  -4.912459  -0.687212  0.4325
H  3.308084  -0.985009  -0.552888  0.1407
H  2.716097  0.330996  -1.538759  -0.0673
H  3.988784  -0.719491  -2.167925  0.5858
H  2.533869  -0.997108  -4.188610  0.4061
O  3.428818  0.399306  1.707419  -0.6054
C  3.940350  -0.484006  2.397888  0.4107
O  3.342501  -1.481999  2.929988  -0.9131
C  5.420945  -0.372750  2.697965  0.0175
C  6.024517  0.877236  2.669578  -0.3639
C  7.376420  1.017142  2.951776  -0.5417
C  8.145134  -0.096563  3.244530  -0.4672
C  7.526275  -1.337109  3.254984  -0.0953
C  6.175459  -1.498155  2.998947  -0.2279
N  8.342597  -2.522581  3.558618  1.0344
O  7.809824  -3.612804  3.509849  -0.6075
O  9.516340  -2.350776  3.843513  -0.6423
H  5.410317  1.731248  2.416289  0.4718
H  7.835734  1.997080  2.939289  0.3865
H  9.199819  -0.023955  3.461795  0.4778
H  5.710674  -2.472202  3.038031  0.6078

Atoms 1-6, force components in eV/Å:
-0.18 -0.20 -0.15
-0.01 0.33 -0.07
-0.28 -0.32 -0.32
0.26 0.21 0.30
0.17 0.00 -0.04
0.01 0.00 0.00